The following is a DFT calculation (ωB97M-V with the def2-TZVPD basis set) of a 3-piece molecular cluster, C5H8N2 overall.

Structure (XYZ):
```
15
Properties=species:S:1:pos:R:3:forces:R:3
H 1.8131 1.5136 -1.1180 -0.076 -0.042 0.030
H -1.7517 -2.0665 0.3709 0.130 0.131 -0.012
H 0.9474 1.6300 -0.8723 0.130 -0.057 0.027
H 2.8956 -0.6027 0.2280 -0.112 0.090 -0.016
C 0.3219 -1.4231 0.3452 -0.108 -0.002 0.086
H -3.2056 0.0314 -0.5489 0.071 0.056 0.085
N -2.5469 0.6657 -0.1189 0.084 -0.017 -0.167
C -1.2754 0.1571 0.0828 0.071 0.004 0.005
C 2.1660 0.1995 0.2987 -0.158 -0.058 0.120
H 0.9472 -2.2817 0.5545 -0.113 0.131 -0.065
C -1.0154 -1.2715 0.3259 0.105 -0.037 -0.030
H -2.5439 1.5762 -0.5604 -0.029 -0.076 0.077
C -0.0948 0.8490 0.0218 -0.151 -0.182 0.103
N 0.8806 -0.1207 0.2586 0.220 0.136 -0.130
H 2.4618 1.1437 0.7323 -0.065 -0.077 -0.112
```
Forces are in eV/Å.

Summary:
- HOMO-LUMO gap (spin up / spin down): 7.1 / 7.1 eV
- 2S+1: 1
- Relative energy (zero: lowest compared OMol25 entry of this formula, charge and spin): 131.2 kcal/mol

The following is a DFT calculation (ωB97M-V with the def2-TZVPD basis set) of a 2-piece molecular cluster, C4H2O3 overall in a non-equilibrium geometry.

Structure (XYZ):
```
9
Properties=species:S:1:pos:R:3:forces:R:3
O -1.6395 1.0126 0.4900 -1.367 -1.753 0.839
O 0.4370 -1.6014 -2.3573 -0.053 0.140 -1.303
C 0.6002 -2.0150 -1.3018 -0.072 0.326 0.836
H -1.7150 1.9528 0.5052 0.495 1.335 -0.197
H -0.4165 -0.5507 0.8780 -0.524 -0.214 0.601
C 0.6918 1.2123 0.6066 -1.472 -0.703 1.039
C -0.4742 0.5237 0.8036 2.370 1.101 -2.171
C 1.7936 1.8141 0.5770 0.464 0.253 -0.059
O 0.7225 -2.3485 -0.2012 0.159 -0.485 0.415
```
Forces are in eV/Å.

Summary:
- HOMO-LUMO gap: 9.0 eV
- 2S+1: 1
- Relative energy (zero: lowest compared OMol25 entry of this formula, charge and spin): 84.5 kcal/mol

The following is a DFT calculation (ωB97M-V with the def2-TZVPD basis set) of a 2-piece molecular cluster, C2H6O overall in a non-equilibrium geometry.

Structure (XYZ):
```
9
Properties=species:S:1:pos:R:3:forces:R:3
C 0.0000 0.0000 0.0000 -0.540 0.251 1.314
H -0.2852 0.8616 -0.6144 0.111 -0.477 0.078
H 0.8346 -0.6197 -0.3475 -0.394 0.235 0.226
O 0.2592 0.6515 4.1322 0.258 -1.185 0.130
H -0.3461 -1.0218 1.8427 -0.098 0.361 -0.266
H 1.1380 0.2351 4.2825 -0.961 0.417 -0.177
H -0.3571 -0.1061 4.0121 0.716 0.813 0.158
H -1.4823 0.4254 1.4766 0.528 -0.140 -0.005
C -0.6182 -0.1847 1.1896 0.380 -0.274 -1.460
```
Forces are in eV/Å.

Summary:
- HOMO-LUMO gap: 11.0 eV
- 2S+1: 1
- Relative energy (zero: lowest compared OMol25 entry of this formula, charge and spin): 18.7 kcal/mol
- SMILES string: C=C.O

The following is a DFT calculation (ωB97M-V with the def2-TZVPD basis set) of a 13-piece molecular cluster, C55H98NO17 overall in a non-equilibrium geometry.

Structure (XYZ):
```
171
Properties=species:S:1:pos:R:3:forces:R:3
C -2.4277 -12.1996 -6.6781 -0.142 0.337 0.001
H 8.2354 8.8056 4.0524 0.157 -0.054 0.131
C 4.8594 -0.5390 1.3382 -1.604 -0.421 0.432
H 5.9663 -0.4908 1.2250 -1.074 0.024 0.007
H -2.7881 2.7731 6.6293 -0.024 0.290 0.077
H -3.0469 0.3499 -0.8986 -0.043 -0.018 0.065
H 0.5869 3.5246 -0.9302 0.021 0.149 -0.065
H -3.8711 -6.3153 -2.6469 0.080 -0.083 0.022
H -9.4458 4.5706 1.3407 -0.050 0.204 0.018
H -7.2373 1.8519 8.7169 -0.198 0.024 -0.087
H -10.4881 5.3822 2.5485 0.111 0.085 -0.159
H 1.4786 -3.7775 -4.0920 -0.904 -0.214 -0.226
H 7.1302 8.6985 -0.8064 -0.017 -0.092 -0.047
C -0.9317 -1.4798 4.3064 -0.046 0.080 -0.248
C -3.1029 -13.0792 -7.6991 -0.216 0.236 -0.085
H 0.2239 -2.9399 -9.0330 0.151 -0.106 -0.093
C 0.8855 -1.5638 -2.1191 -1.195 -1.477 -0.771
C -2.9529 -8.9736 -4.7049 0.076 0.583 -0.190
H -3.8952 -12.5164 -8.1930 0.072 -0.021 0.057
H -10.5724 3.6244 2.3304 0.069 0.058 0.016
C 0.4106 -4.0195 -4.3091 -0.421 -0.167 0.049
H -4.6792 -1.4302 2.0609 0.049 0.185 0.097
H -2.4281 3.8687 9.6441 -0.205 0.057 -0.132
H -6.6561 3.4202 9.3072 -0.024 -0.029 -0.072
C 2.5525 -0.1512 0.3401 -0.070 -1.762 2.225
H 1.5366 -4.5897 0.5727 -0.786 -0.465 -0.578
H 1.8329 -2.6320 -0.3329 -0.578 0.114 -1.045
H -1.1760 -3.5790 4.5926 0.021 0.081 0.019
H -0.9058 -12.0592 -5.1902 -0.045 -0.041 -0.064
H -2.2454 -4.6631 -4.3030 -0.002 1.062 0.710
C 2.8314 -1.1647 2.6590 0.894 0.625 -1.466
O 3.9108 4.7058 0.5415 0.380 0.190 0.288
H 5.7576 7.4049 -4.1287 -0.017 -0.189 0.095
H 6.3740 7.1057 -0.9748 0.127 -0.107 -0.180
H -7.6418 2.8249 5.6658 0.099 -0.298 0.081
H 1.3836 -2.3897 -10.2809 -0.014 -0.187 0.094
H 7.5926 7.3227 3.3234 0.082 0.047 0.001
C 5.0114 7.7193 -3.3966 -0.238 0.247 -0.098
O 0.4943 -0.4863 -1.2052 1.600 -0.194 0.427
H -5.9521 2.5694 5.1929 -0.050 0.000 0.057
C -0.9419 -3.0847 0.1349 -0.593 -0.258 -1.155
H -1.3538 -1.5130 -2.3662 0.810 -0.649 -0.335
H 10.8977 9.1295 1.3317 -0.056 -0.025 0.070
O 8.7601 7.8472 1.1740 0.074 0.051 0.302
H -1.6587 -13.6601 -5.3138 0.107 -0.112 -0.141
C 9.2101 8.1987 2.2444 -0.131 -0.106 -0.397
C -3.2443 -7.5659 -4.2523 0.051 0.210 -0.170
C -0.6153 5.6415 0.5422 -0.170 0.048 0.395
O 1.7297 1.3602 -1.2981 0.165 -0.873 0.287
H -0.0589 -5.4223 0.6329 0.652 0.039 -0.869
H 3.3828 5.6619 3.4189 0.148 -0.048 0.127
C -7.8134 5.3901 3.5255 0.149 -0.202 0.280
H 1.9887 -3.5125 -1.8814 -0.713 0.760 0.442
H 4.9467 -1.4964 3.3731 -0.589 0.375 -0.746
H 0.1119 -3.6634 -5.3346 0.524 -0.131 0.982
H 0.2916 -5.1376 -4.3225 0.164 1.029 0.047
H 6.3823 5.2669 2.2845 -0.027 0.142 0.138
H 3.2894 -2.1395 -8.4008 -0.064 -0.191 0.029
C 1.3634 -1.2079 -8.4947 -0.080 0.355 0.022
H -1.6479 -2.5925 5.9889 0.186 0.043 0.133
H 11.2318 8.4092 2.9173 -0.038 0.144 0.149
C 4.0028 -0.0795 0.2576 -0.815 -0.310 0.957
C 5.6569 8.5839 -2.3436 -0.072 0.317 0.066
H 0.0818 -2.8462 5.6059 -0.093 0.077 0.194
C -6.6891 2.3926 5.9775 0.315 0.141 0.158
C 1.9565 -0.7020 1.5735 2.439 -0.131 0.190
H -2.3793 -13.3995 -8.4511 -0.015 -0.186 0.096
H -1.1879 5.9601 1.4143 0.049 -0.032 -0.053
H -1.1032 2.2478 6.4503 0.003 0.079 0.087
H 4.2275 -3.5353 -5.4666 -0.284 0.140 0.315
H -2.6493 -0.3295 0.6917 -0.011 0.160 0.172
H -1.6243 -3.8869 0.5346 0.823 0.874 -0.228
H 0.4160 -0.1903 5.3571 -0.114 0.007 0.229
C 3.4386 -1.5087 -2.9104 0.045 0.411 -1.641
H -7.2623 5.5141 2.5915 -0.111 0.173 -0.015
C 4.2994 -1.1132 2.5566 -1.986 1.011 -2.048
H -1.6155 -2.3861 -0.4336 0.716 -0.377 0.744
C 0.3218 4.5280 0.9382 0.174 -0.223 0.124
C 10.5002 8.9722 2.3345 0.040 -0.002 -0.334
H 1.8521 4.7280 -0.5381 -0.117 -0.060 -0.146
H -8.3046 6.3257 3.7991 0.044 0.054 -0.199
C -8.8394 4.2962 3.3750 -0.021 -0.244 0.137
O 1.0247 -0.0603 -8.3033 0.061 -0.216 -0.022
C -0.5961 -0.1598 4.9487 -0.071 0.131 -0.383
H 4.5512 6.8459 -2.9299 0.168 -0.108 -0.077
C -6.2239 3.0406 7.2525 0.334 0.016 -0.179
H -3.5644 1.2053 0.5663 0.114 -0.075 0.172
C -1.7939 2.8101 7.0787 0.205 -0.285 -0.124
H -6.7931 1.3153 6.1247 -0.203 0.032 0.005
H -0.6464 0.6304 4.1981 0.012 -0.069 0.031
C 3.6519 4.7376 2.9037 -0.261 -0.232 -0.224
H 6.0481 5.9886 0.7020 0.009 -0.033 0.125
H -0.4275 -1.3762 -3.8933 -0.178 -0.594 0.920
H 2.3807 -1.5906 3.5854 0.326 0.430 -0.914
H 3.6656 -1.7513 -1.8473 -0.222 0.085 -0.958
H 9.1479 7.2696 4.1733 0.020 0.179 0.115
C -3.7009 -7.3762 -2.8307 -0.109 0.444 -0.033
H 4.4594 0.3299 -0.6693 -0.363 -0.314 0.842
O 5.3032 9.7300 -2.1651 0.043 -0.208 -0.039
H -0.4938 -13.1111 -6.5570 -0.065 -0.193 0.045
H -0.0436 6.4928 0.1680 -0.064 -0.069 -0.193
H -0.1209 -1.4939 -10.0000 0.068 -0.026 0.057
H -5.5958 0.1029 1.9370 0.160 -0.044 0.128
C -2.7328 2.8344 9.4742 0.086 -0.315 0.312
H 1.6644 -1.6394 -4.1872 0.138 0.495 1.112
H -2.6576 2.2879 10.4152 0.066 0.022 -0.082
O -8.8081 3.3017 4.0701 -0.272 0.314 -0.352
H -1.9995 -2.9709 -4.8656 -0.138 -0.591 0.925
H 2.7401 4.1790 2.6889 0.049 0.065 0.028
C -9.9050 4.4863 2.3274 -0.134 -0.328 0.081
C 6.7588 7.9660 -1.5223 -0.006 0.403 0.108
C 2.4950 -1.8309 -7.7177 -0.036 0.333 0.064
H 1.8980 -0.0297 -3.4587 -0.373 -1.077 0.571
H 5.4689 6.8042 2.1638 0.100 -0.070 0.143
C -5.3492 -0.8357 1.4364 -0.263 -0.186 -0.113
C 1.9285 -1.1296 -3.2169 0.774 -0.082 -0.263
H -6.2690 -1.3985 1.2747 0.074 0.048 -0.022
C 0.6700 -2.0699 -9.5191 -0.223 0.239 -0.082
C 5.6507 5.8313 1.7030 -0.029 -0.042 -0.329
H 4.2374 8.2912 -3.9091 0.068 -0.023 0.053
O -1.2045 -1.5557 3.1256 0.055 -0.015 0.139
H -2.9294 -7.7309 -2.1449 -0.116 -0.103 0.042
H -4.6344 -7.9169 -2.6598 0.123 -0.165 0.064
C -2.0615 -3.6178 -3.9370 0.988 0.735 -0.838
H 0.8561 -0.7905 1.7237 0.981 0.164 -0.334
O 4.6337 -3.5636 -3.2246 -0.162 0.414 -0.733
H 10.3196 9.9446 2.7966 0.097 -0.084 0.164
O -3.1144 -6.6204 -5.0055 -0.029 -0.328 0.138
H 1.8204 3.1650 0.2874 -0.023 0.141 -0.076
O 3.6642 -2.8179 -5.1189 0.381 0.733 1.269
H -7.1095 5.1208 4.3138 -0.046 0.021 -0.063
H 7.5822 7.6632 -2.1719 -0.058 -0.205 0.057
H -2.1511 -9.3994 -4.0982 -0.149 -0.123 0.085
C 8.5038 7.8808 3.5383 -0.242 -0.156 -0.184
C -0.6209 -3.4597 -3.2479 -1.275 -0.226 -2.054
H -3.5443 -13.9485 -7.2079 0.159 -0.106 -0.091
H -8.0860 3.3599 8.2598 -0.066 -0.206 -0.016
H -2.8822 -3.1921 -3.3087 0.683 -0.696 -0.389
C -3.4037 0.2201 0.1239 0.057 -0.048 -0.315
O 0.3610 4.1154 2.0813 -0.085 0.136 -0.129
C 1.2827 -2.8533 -1.2899 0.038 -0.504 -0.250
H 2.8992 -1.0993 -7.0191 -0.059 -0.068 -0.052
H -3.8527 -9.5847 -4.6227 0.116 -0.094 0.113
H 4.2961 4.1264 3.5394 0.045 0.186 0.109
H 4.0719 -0.6250 -3.2230 -0.527 -0.892 0.442
C -1.2968 -12.8030 -5.8849 0.048 0.290 0.174
H -1.4469 3.8429 7.1431 -0.231 0.055 -0.058
C -4.6962 -0.5534 0.1072 -0.106 -0.100 -0.352
H -2.6350 -8.9602 -5.7430 -0.061 0.046 0.146
C 1.5790 0.2778 -0.7817 0.542 1.209 -0.378
O -5.1728 3.6492 7.3081 -0.208 -0.068 0.051
H -1.3091 5.2889 -0.2231 0.127 0.113 -0.137
N -0.5944 -4.3708 -2.0639 -1.396 2.170 0.632
C 3.9733 -2.7096 -3.7749 0.035 -0.550 1.250
O -1.7358 -4.9074 -1.7958 0.840 -0.582 0.149
C -0.9159 -2.7024 5.1868 -0.114 -0.230 -0.311
C -1.8298 2.1944 8.4527 0.208 -0.253 0.085
C 0.7027 -4.9993 -0.0689 0.249 0.945 0.190
O -5.1911 -0.9336 -0.9319 0.073 0.055 0.196
H 2.1288 -2.6892 -7.1522 0.099 -0.086 -0.124
C 1.2020 3.9518 -0.1359 -0.259 -0.079 0.295
C -7.1141 2.9060 8.4614 0.245 0.217 0.221
H -1.3154 0.0616 5.7391 0.203 -0.083 0.174
H -0.4070 -2.5494 0.9592 -0.480 -0.563 -0.813
C -0.4667 -1.9307 -2.9120 0.805 0.452 0.041
C 0.0624 -3.7716 -0.8829 1.601 -0.931 2.297
H -3.7666 2.7987 9.1283 0.057 0.294 -0.079
O -2.7796 -11.0531 -6.5017 0.132 -0.639 -0.249
H 1.1426 -5.7562 -0.7637 -0.504 0.514 0.612
C 4.3603 5.0572 1.6126 -0.117 -0.112 -0.231
O -1.1575 1.2205 8.7251 -0.141 0.117 -0.084
```
Forces are in eV/Å.

Summary:
- HOMO-LUMO gap (spin up / spin down): 8.5 / 9.2 eV
- 2S+1: 2
- Relative energy (zero: lowest compared OMol25 entry of this formula, charge and spin): 64.8 kcal/mol